This record from the OMol25 dataset describes a 5-piece molecular cluster, C31H67N3O8PS overall in a non-equilibrium geometry. The level of theory is wB97M-V/def2-TZVPD.

XYZ file:
```
111
Properties=species:S:1:pos:R:3
H -4.8905 8.2692 3.5818
H -5.4450 7.9270 5.2307
H -1.1752 -1.2402 5.2427
C 1.1652 0.0132 -1.4141
H -0.7228 6.6870 -2.3386
H -1.9914 -8.3860 -7.7022
H -0.0429 0.0195 4.7371
C -4.5709 8.1498 4.6178
O 1.6185 1.4606 -3.2859
C 2.5038 -5.7819 -2.4987
C 3.2411 -6.9532 -0.5337
H 1.4828 -3.9460 2.5641
C 4.7284 -6.8022 -0.8091
H -2.2687 -3.7124 -5.3461
C -1.6652 2.2283 -2.2913
C -2.1722 -4.7716 -5.1206
O 3.3174 0.2848 -2.3812
H 1.8386 -4.9514 -2.7346
H 0.5173 3.7775 8.4514
O -0.5774 -2.5048 -3.8593
H -0.3381 -7.7454 -7.6781
H 0.6871 -1.0595 2.7746
H -0.7652 2.7917 -2.5024
C 0.1122 1.0260 -0.9237
H 0.3526 -2.9625 5.1113
H -0.8070 8.3359 3.4700
H 1.7578 6.6345 -2.5140
H 0.0215 0.9274 0.1598
H 3.0693 -6.9092 0.5427
H -1.9372 -0.1501 0.1969
H -1.7122 -6.6450 -7.7307
C -2.2976 0.6408 -0.4525
H 0.1349 -0.2760 -4.0881
H 0.5074 2.0162 -1.1033
C -1.0823 8.4341 5.5917
O -0.8482 5.2336 -0.8695
H 2.8845 -7.9353 -0.8674
C -0.9914 6.0159 0.2972
O 0.0968 1.7921 7.9584
H 1.8380 5.3606 -1.2866
H 2.0792 -6.8115 -4.3400
H 2.6477 -2.7751 3.2115
H -0.0575 -4.6777 -4.9865
H -1.8743 8.4750 6.3408
H 1.7481 -1.9100 5.0281
C -0.8009 -5.2575 -5.5306
O -0.5399 -6.6200 -5.2072
H 0.8629 -3.3207 -1.7228
H 2.3298 -2.4310 -1.3660
H -2.3649 1.5341 0.1685
C -1.7548 7.3131 0.0865
H 0.1779 -1.7264 0.4337
H -2.7481 7.1105 -0.3174
H 5.2853 -7.6003 -0.3153
H 2.6949 -7.8768 -3.0754
H -3.2850 0.3960 -0.8344
N 1.8945 1.4615 6.7752
H 0.3747 -3.5126 0.4359
H -1.8631 7.8419 1.0349
H 1.0369 -7.2819 -2.9930
H 1.3193 6.9863 -0.8419
C 0.7182 -2.0174 4.7164
H -1.3701 0.1249 -2.2923
H 1.7186 -1.9377 -4.0014
C 0.8485 2.9146 7.9182
C 0.8323 0.9302 7.2184
C 1.2489 -2.4332 -1.2253
H -2.1624 2.0213 -3.2322
C -1.3553 -7.5877 -7.3154
H -1.2458 7.9799 -0.6117
H 3.5090 -5.4732 -2.8080
C 1.2715 6.2282 -1.6265
S 0.2132 -0.6903 7.0704
H -1.0246 -8.5503 -5.4294
N 1.8963 2.7681 7.2347
C -0.1577 5.8298 -1.9511
H -2.4088 -7.4721 -5.4283
H -3.2619 6.8736 5.7774
H -0.3263 -2.5041 2.9182
N 0.5763 -1.2904 -1.8453
H -0.4718 7.5552 5.8029
H -0.4643 9.3248 5.7109
H 4.9537 -6.8479 -1.8750
C 2.0554 -7.0118 -3.2698
O -2.4064 7.2069 3.9223
H -2.3015 2.8113 -1.6342
H -4.1663 9.1064 4.9518
H -1.5366 5.3924 1.0061
C -1.2824 0.9211 -1.5626
C 0.6249 -2.0609 3.1911
C -1.6353 8.3662 4.1781
H -2.2134 9.2672 3.9416
C 2.1132 0.6618 -2.4666
C 0.8535 -2.5556 0.2692
H -0.0113 6.2151 0.7469
H 5.0886 -5.8425 -0.4357
C 2.0835 -2.4005 1.1776
C -3.5519 7.0280 4.7317
H 1.8068 -0.2082 -0.5738
C 1.7662 -2.8977 2.5844
H -4.0054 6.0961 4.3941
H -2.3110 -4.9086 -4.0483
H -0.1483 5.0794 -2.7411
C -0.1486 -0.9023 5.2923
P 0.4674 -1.5027 -3.5129
H -2.9818 -5.3046 -5.6298
H 2.8786 -2.9853 0.7252
H -0.6218 -5.0785 -6.5979
O 2.4465 -5.9269 -1.0873
C -1.3815 -7.5854 -5.7953
H 2.4054 -1.3675 1.2232
```

Values from the calculation:
E_HOMO ... -4.715 eV
F_max ... 1.7 eV/A
LUMO ... 1.862 eV
Total charge ... -1